Here is 2 unconnected molecules or ions with the total composition C31H35ClN2P from OMol25. Energies are from wB97M-V/def2-TZVPD.

XYZ file:
```
70
Properties=species:S:1:pos:R:3:forces:R:3
C -7.203693 -1.694334 -0.489396 -0.3 0.0 0.0
C -5.755947 -1.519592 -0.159659 0.3 -0.1 0.0
C -4.900252 -2.618818 -0.202173 0.0 0.4 0.1
C -3.539846 -2.489822 0.070072 0.0 0.5 0.0
C -2.702567 -3.727300 0.059265 0.1 -0.5 0.0
C -3.022252 -1.213938 0.371899 -0.1 -0.3 0.2
N -1.625289 -1.049083 0.703421 -0.3 0.2 -1.6
P -0.334808 -0.801292 -0.451915 -0.1 -0.2 1.6
H -0.161736 0.672069 -0.245083 0.0 -0.2 0.0
N 0.781731 -1.338840 0.777260 0.4 0.0 -1.6
C 2.106326 -1.856095 0.526072 0.2 -0.3 0.2
C 3.215675 -1.003081 0.671181 -0.2 -0.5 -0.1
C 3.004291 0.429675 1.045922 0.2 0.4 0.1
C 4.497486 -1.525813 0.500183 -0.3 -0.1 0.0
C 4.691858 -2.871461 0.184826 -0.3 0.1 0.0
C 6.076351 -3.389869 -0.035257 0.2 -0.1 0.0
C 3.584056 -3.711937 0.071243 0.2 0.3 0.0
C 2.290967 -3.223520 0.243131 0.0 0.6 0.1
C 1.134202 -4.166267 0.160247 -0.1 -0.5 -0.1
C 0.199427 -1.384725 2.032207 -1.2 0.1 0.8
C -1.147972 -1.218600 1.992065 1.1 -0.2 0.8
C -3.881626 -0.104622 0.456112 0.1 -0.6 -0.1
C -3.334274 1.221002 0.872687 -0.1 0.5 0.1
C -5.238803 -0.270047 0.186241 0.1 -0.2 -0.1
H -7.722162 -0.737109 -0.409300 -0.1 -0.2 0.0
H -7.320567 -2.077438 -1.509612 0.0 0.1 0.2
H -7.679069 -2.413279 0.187448 0.0 0.1 -0.1
H -5.308593 -3.603730 -0.439349 0.1 0.2 0.0
H -1.703916 -3.577271 0.473418 -0.1 0.0 -0.1
H -3.209407 -4.500626 0.653899 0.2 0.1 -0.1
H -2.606721 -4.131359 -0.958797 0.0 0.1 0.2
H 3.968619 0.944188 1.100619 -0.1 0.0 0.0
H 2.388710 0.960758 0.308259 0.0 -0.1 0.2
H 2.518461 0.514408 2.028027 0.0 0.0 -0.3
H 5.368838 -0.878403 0.618470 -0.2 -0.1 0.0
H 6.040249 -4.453410 -0.278047 0.2 0.1 0.0
H 6.558155 -2.852553 -0.859759 0.0 -0.1 0.1
H 6.695388 -3.249288 0.857573 -0.1 -0.1 -0.1
H 3.734421 -4.771682 -0.148288 -0.1 0.3 0.0
H 1.531705 -5.175128 -0.004481 -0.2 0.2 0.0
H 0.558074 -4.190000 1.094498 0.0 0.1 -0.2
H 0.454390 -3.941429 -0.672712 0.1 0.1 0.2
H 0.811693 -1.599166 2.904387 -0.2 0.1 -0.2
H -1.842814 -1.264602 2.825624 0.2 0.0 -0.2
H -4.136026 1.966279 0.853399 0.1 0.0 0.1
H -2.932090 1.181338 1.894107 0.0 0.1 -0.3
H -2.540496 1.568143 0.201686 0.0 -0.2 0.1
H -5.915111 0.584860 0.249520 0.2 -0.2 0.0
Cl 6.009277 3.577777 0.453368 -0.3 0.1 -0.1
C 4.357291 3.737157 0.013577 -0.5 0.1 -0.2
C 3.403438 4.071252 0.992684 -0.1 -0.2 -0.1
C 2.056735 4.058195 0.661838 0.3 -0.1 -0.1
C 1.639825 3.736888 -0.654881 0.0 -0.1 0.0
C 0.244540 3.671083 -0.982914 0.5 1.3 -0.9
C -0.265890 3.681188 -2.401371 -0.6 0.0 -0.1
C -1.811871 3.907826 -2.276952 1.0 -0.4 0.2
C -2.012106 4.091726 -0.800316 1.0 -0.1 -0.3
C -0.825208 3.947103 -0.110384 -1.0 0.1 0.6
C 2.630526 3.558838 -1.659414 0.1 -0.1 0.3
C 3.977397 3.546709 -1.328212 -0.2 -0.1 0.1
H 3.732095 4.303888 2.004628 -0.1 -0.1 -0.3
H 1.317978 4.324858 1.417379 0.3 -0.2 -0.1
H 0.166812 4.536468 -2.948458 0.1 -0.3 0.3
H 0.013123 2.781653 -2.974180 -0.2 0.2 0.3
H -2.125019 4.773603 -2.879773 -0.1 -0.2 0.3
H -2.351615 3.031305 -2.652995 -0.2 0.2 0.1
H -2.982825 4.335228 -0.367931 0.3 -0.1 0.0
H -0.687877 4.077314 0.969757 -0.3 -0.2 -0.6
H 2.328947 3.433894 -2.700228 0.1 -0.1 0.3
H 4.739357 3.368886 -2.086372 -0.2 0.1 0.2
```
Positions in Å, forces in eV/Å.

Its total charge is +1. The value obtained for the HOMO-LUMO gap is 3.54 eV. The calculation puts the maximum force at 0.032 hartree/bohr. For the LUMO energy, the calculation gives -0.2038 Ha. For the HOMO energy, the calculation gives -0.3340 hartree.

Here is a molecular structure, C26H35N4O2PtSSiTe from OMol25. Energies are from wB97M-V/def2-TZVPD.

XYZ file:
```
71
Properties=species:S:1:pos:R:3:forces:R:3
Pt 0.496863 -0.132584 -0.261330 0.3 0.8 2.5
O -0.818693 3.429712 1.681790 0.1 0.1 -0.1
C -0.483394 2.470992 0.982567 0.1 0.9 -0.3
O -0.539652 1.256827 1.301405 0.3 -1.5 -0.5
C -0.056108 2.764149 -0.457891 -0.3 0.0 0.2
C 0.564881 3.949757 -0.816611 0.0 0.0 0.0
C 0.870409 4.165881 -2.149967 -0.1 -0.2 0.1
C 0.473821 3.213195 -3.080020 0.0 0.1 -0.1
C -0.151780 2.063433 -2.631705 -0.2 0.0 -0.2
N -0.382539 1.815123 -1.344005 0.3 0.3 -0.3
H 0.800531 4.664098 -0.043865 0.0 0.0 0.1
H 1.392851 5.060892 -2.456619 0.0 0.1 0.0
H 0.642802 3.362235 -4.138347 0.0 -0.1 0.0
H -0.497555 1.302741 -3.320401 0.2 -0.1 0.0
Te 1.916821 -0.743730 -2.334336 0.1 -0.1 0.2
C 2.227968 -2.799123 -2.777575 -0.2 0.1 0.3
C 1.267513 -3.765493 -2.514934 -0.2 0.1 0.1
C 1.477708 -5.088292 -2.857461 0.0 -0.2 0.0
C 2.660656 -5.474673 -3.465194 0.1 -0.1 -0.1
C 3.628277 -4.520020 -3.731043 0.0 -0.2 -0.1
C 3.407354 -3.197864 -3.396638 0.1 0.3 0.0
H 0.342857 -3.468012 -2.041447 -0.1 0.0 0.1
H 0.716245 -5.829448 -2.650724 -0.1 0.0 0.0
H 2.832924 -6.508547 -3.734772 0.0 0.0 0.0
H 4.561427 -4.811361 -4.197815 0.0 0.0 0.0
H 4.166242 -2.461439 -3.614065 0.1 0.1 0.0
C -3.411393 1.345901 2.116115 -0.1 0.2 0.2
N -3.445187 0.491961 0.940794 0.3 -0.3 0.0
C -3.546524 1.204727 -0.311809 0.0 0.2 -0.3
C -2.858426 -0.734173 0.927067 -0.6 -0.2 -0.1
S -2.039092 -1.332148 -0.410200 0.4 -0.2 -0.6
N -3.089018 -1.550978 1.984437 0.1 0.4 0.0
C -2.391407 -2.801145 2.106573 0.3 -0.2 0.1
C -4.228067 -1.414543 2.857840 -0.2 0.1 0.1
H -2.778689 2.215969 1.935227 0.0 -0.1 0.0
H -2.986958 0.816174 2.961917 0.0 0.0 0.0
H -4.417858 1.696242 2.363742 0.0 -0.1 0.1
H -4.389610 1.896619 -0.260983 0.0 0.0 0.1
H -3.717576 0.483157 -1.110544 0.0 0.2 0.0
H -2.635481 1.765104 -0.536891 -0.1 -0.1 0.0
H -1.441285 -2.724606 1.592328 0.0 -0.1 0.1
H -2.961177 -3.627114 1.671024 0.0 0.0 -0.1
H -2.216502 -3.006335 3.161440 0.0 0.0 0.1
H -4.908229 -0.662759 2.469474 0.0 0.0 0.0
H -3.922503 -1.142510 3.873546 -0.1 0.0 0.0
H -4.761112 -2.370624 2.905638 0.1 0.0 0.0
C 1.194412 -2.907840 1.802630 0.0 0.6 0.4
Si 1.623687 -1.250833 2.669194 -0.7 -1.0 0.2
C 2.872114 -1.716644 4.061309 -0.1 0.4 -0.6
C 0.122997 -0.605007 3.673981 0.4 -0.2 -0.5
N 2.044150 -0.203371 1.375321 -1.4 -0.7 -1.3
C 3.109460 0.583538 1.146836 0.8 0.6 -0.4
C 3.100344 1.564987 0.131243 0.0 0.2 0.2
C 4.197774 2.358507 -0.121748 0.1 0.0 0.0
C 5.369479 2.205690 0.605669 0.3 0.1 0.0
C 5.412811 1.233555 1.595667 0.2 0.3 0.0
C 4.314166 0.452029 1.869327 -0.2 -0.1 0.0
H 0.559433 -3.545509 2.409079 -0.1 -0.2 0.2
H 2.089682 -3.470974 1.555684 0.3 0.0 0.0
H 0.677192 -2.699137 0.866023 -0.1 0.0 -0.1
H 2.383679 -2.375899 4.773214 -0.3 -0.1 0.0
H 3.208073 -0.845564 4.615586 0.1 0.2 0.1
H 3.750982 -2.238667 3.696739 0.2 -0.1 -0.2
H -0.447040 -1.421941 4.109659 0.0 -0.3 0.2
H -0.535933 -0.032087 3.034821 -0.1 0.1 -0.2
H 0.438142 0.052687 4.480933 0.1 0.1 0.1
H 2.195018 1.714786 -0.444700 0.2 -0.1 0.1
H 4.141025 3.105928 -0.905023 0.0 0.0 0.0
H 6.232635 2.827735 0.404057 0.0 0.0 0.0
H 6.327568 1.085400 2.158996 0.0 0.0 0.0
H 4.366072 -0.298816 2.638776 0.1 -0.1 0.1
```
Positions in Å, forces in eV/Å.

Its total charge is -1. The value obtained for the HOMO-LUMO gap is 6.09 eV. The calculation puts the maximum force at 0.050 hartree/bohr. For the LUMO energy, the calculation gives 0.0816 Ha. For the HOMO energy, the calculation gives -0.1423 hartree.

Here is a molecular structure, C30H29AsN3O2PtS2 from OMol25. Energies are from wB97M-V/def2-TZVPD.

XYZ file:
```
68
Properties=species:S:1:pos:R:3:forces:R:3
Pt -0.700056 -0.598646 0.814215 -0.4 0.0 0.4
S 0.431048 0.267157 2.544226 0.3 0.3 0.1
C -0.098567 1.947555 2.737639 0.1 -0.3 0.2
C -0.046099 2.588490 3.971285 0.0 0.1 0.1
C -0.491333 3.899644 4.073832 0.0 0.0 -0.1
C -0.991728 4.578714 2.964529 0.1 -0.1 0.0
C -1.024208 3.945262 1.730824 0.1 0.1 0.0
C -0.557150 2.641913 1.632933 -0.3 0.1 -0.1
As -0.493180 1.581538 0.051065 0.3 -0.1 0.3
C -1.609213 2.486993 -1.203951 -0.2 -0.3 -0.1
C -2.970699 2.199591 -1.227835 0.0 0.0 -0.1
C -3.812902 2.945282 -2.038892 0.0 0.0 0.0
C -3.291071 3.968999 -2.819839 0.0 0.0 0.0
C -1.932950 4.254951 -2.785369 0.0 0.0 0.0
C -1.079727 3.513464 -1.977426 -0.2 0.1 -0.1
C 1.306330 1.779775 -0.617078 -0.1 0.0 -0.2
C 1.586437 1.442164 -1.938600 0.1 0.0 0.0
C 2.881368 1.569644 -2.423474 0.0 0.0 0.0
C 3.894792 2.016331 -1.583482 0.0 0.0 0.0
C 3.613634 2.338735 -0.262476 0.0 0.0 0.0
C 2.317860 2.223610 0.224074 0.1 0.0 0.0
H 0.321994 2.061627 4.843123 0.0 0.0 0.0
H -0.461058 4.392661 5.037349 0.0 0.0 0.0
H -1.353262 5.593294 3.061614 0.0 0.0 0.0
H -1.405400 4.463022 0.858515 0.0 0.0 0.0
H -3.374565 1.403907 -0.612946 0.0 0.0 0.0
H -4.873301 2.730896 -2.058172 0.0 0.0 0.0
H -3.946312 4.547128 -3.458211 0.0 0.0 0.0
H -1.532234 5.061698 -3.385351 0.0 0.0 0.0
H -0.023821 3.746923 -1.948014 0.0 0.0 0.0
H 0.798491 1.098895 -2.598357 0.0 0.0 0.0
H 3.094550 1.337648 -3.459085 0.0 0.0 0.0
H 4.903015 2.125692 -1.962346 0.0 0.0 0.0
H 4.400527 2.694109 0.390087 0.0 0.0 0.0
H 2.099606 2.486731 1.251028 0.0 0.0 0.0
O 1.575105 -1.995987 0.823462 -0.3 -0.1 -0.1
C 2.130051 -2.064332 -0.245539 0.3 0.0 0.2
O 1.494987 -2.003996 -1.413567 0.1 0.0 0.0
C 3.646113 -2.216503 -0.382759 -0.1 0.1 0.0
N 3.963484 -2.513017 -1.787395 0.0 0.0 -0.1
C 4.425033 -3.925896 -1.886192 0.0 0.1 0.0
C 4.063077 -4.555766 -0.539885 0.1 0.0 0.0
C 4.167311 -3.388757 0.443472 0.0 -0.1 0.0
H 4.066216 -1.257675 -0.072383 0.0 0.0 0.0
H 4.648532 -1.869481 -2.155225 0.0 0.0 0.0
H 2.242113 -2.148015 -2.067577 0.0 0.0 0.0
H 5.502320 -3.963918 -2.054373 0.0 0.0 0.0
H 3.939002 -4.423391 -2.723012 0.0 0.0 0.0
H 4.735843 -5.372561 -0.287599 -0.1 0.0 0.0
H 3.045127 -4.952557 -0.557454 0.0 0.0 0.0
H 5.207545 -3.211059 0.719711 0.0 0.0 0.0
H 3.589637 -3.526435 1.354541 0.0 0.0 0.0
N -1.242808 -2.968327 -1.636205 -0.2 0.0 0.0
C -2.193705 -2.901047 -0.701703 0.2 0.0 0.0
N -2.136024 -2.092198 0.335727 -0.1 0.2 -0.4
C -3.283343 -2.227795 1.151578 0.3 0.1 -0.2
C -3.539433 -1.530770 2.324292 0.0 0.0 0.0
C -4.718720 -1.791915 3.001834 0.0 0.0 0.0
C -5.631135 -2.734654 2.527201 0.0 0.0 0.0
C -5.377983 -3.435480 1.360482 0.0 0.0 0.0
C -4.195431 -3.166077 0.686150 -0.1 -0.1 0.0
S -3.611809 -3.889163 -0.793969 -0.1 -0.1 0.0
H -0.393428 -2.425625 -1.534307 0.0 -0.1 0.0
H -1.315231 -3.627881 -2.389306 0.0 0.0 0.0
H -2.824701 -0.806402 2.694884 0.0 0.0 0.0
H -4.934556 -1.254638 3.915924 0.0 0.0 0.0
H -6.542218 -2.926680 3.077173 0.0 0.0 0.0
H -6.081791 -4.167402 0.986588 0.0 0.0 0.0
```
Positions in Å, forces in eV/Å.

Its total charge is +1. The value obtained for the HOMO-LUMO gap is 6.51 eV. The calculation puts the maximum force at 0.012 hartree/bohr. For the LUMO energy, the calculation gives -0.1342 Ha. For the HOMO energy, the calculation gives -0.3736 hartree.

Here is a molecular structure, C30H37CoO8S from OMol25. Energies are from wB97M-V/def2-TZVPD.

XYZ file:
```
77
Properties=species:S:1:pos:R:3:forces:R:3
C -0.053433 -0.709037 -4.827801 0.3 0.0 -0.8
C -0.604294 -1.668361 -3.740826 -0.2 0.0 -0.3
C -0.211342 0.733501 -4.283621 -0.2 0.0 0.0
C -1.390358 0.613283 -3.312334 0.1 -1.0 0.0
H -0.395429 1.422418 -5.113584 0.1 -0.1 0.3
H 0.704929 1.027965 -3.742857 -0.4 -0.1 -0.2
C -1.113770 -0.766835 -2.613496 0.4 0.3 0.4
H 0.190930 -2.355751 -3.423005 -0.3 0.1 0.1
H -1.452161 -2.243759 -4.144347 0.3 0.0 0.0
C -0.026786 -0.638755 -1.520077 -0.1 -0.4 0.1
H -2.034951 -1.152029 -2.146741 0.4 0.1 -0.1
H -2.317311 0.467348 -3.900624 0.2 0.0 -0.1
C -1.624120 1.724170 -2.383979 -0.1 0.0 -0.6
C 1.375153 -0.924259 -5.257402 1.0 -1.2 1.3
C -0.704696 -0.836006 -6.212276 -1.3 1.4 0.0
O -1.273161 0.109919 -6.726054 0.4 -1.5 0.0
O 2.159265 -1.731347 -4.785623 -0.6 1.0 -0.6
O 1.664855 -0.135668 -6.309542 0.6 -0.1 0.2
O -0.583895 -1.986535 -6.912612 -0.2 -0.3 -0.1
C -0.041469 -3.251747 -6.452930 0.0 0.4 0.0
H -0.380994 -3.525739 -5.443115 0.2 0.2 -0.4
H 1.059400 -3.236765 -6.498101 -0.4 0.0 0.1
H -0.421631 -3.967678 -7.188919 0.1 0.1 0.3
C 2.980741 -0.334023 -6.827546 0.1 0.0 -0.1
H 3.741667 -0.104963 -6.069654 -0.2 -0.1 -0.2
H 3.052670 0.347596 -7.673970 0.1 -0.1 0.1
H 3.110170 -1.372888 -7.158302 0.0 0.3 0.1
O -0.419695 0.244851 -0.547912 -0.2 0.5 -0.3
H 0.946244 -0.328200 -1.976650 -0.2 -0.1 -0.1
H 0.166990 -1.658114 -1.099430 -0.2 0.4 -0.3
C -2.850255 1.708159 -1.584811 -0.5 0.1 0.5
C -0.674374 2.829839 -2.286213 0.5 0.6 0.4
H -0.419388 3.256274 -3.267608 0.0 0.1 0.0
H 0.273241 2.504870 -1.821297 -0.1 0.1 0.0
H -1.088635 3.625506 -1.655372 0.2 0.0 -0.1
H -2.614021 1.636225 -0.512160 -0.1 -0.1 -0.1
H -3.493614 0.860109 -1.853667 0.1 0.2 0.2
H -3.422379 2.637427 -1.730453 -0.1 0.0 0.0
Co 0.552379 0.542036 0.998910 0.2 -1.4 0.5
C -1.823553 -1.915802 3.165146 -2.1 -3.1 -1.9
C -2.278750 -1.584941 1.836960 0.1 -0.6 1.4
C -1.764595 -2.546203 0.945806 1.0 -0.9 0.5
H -2.948958 -0.764638 1.602769 0.1 0.0 -0.1
C -0.952610 -3.470615 1.699166 -0.8 0.4 -0.9
C -1.027150 -3.109253 3.057350 -0.9 1.1 0.3
H -0.555466 -3.608959 3.900458 0.1 0.0 -0.1
H -2.274250 -1.542332 4.077144 0.3 0.0 -0.2
H -1.962878 -2.614533 -0.120726 0.2 0.1 0.0
H -0.387623 -4.298923 1.269787 -0.1 0.1 0.1
C 2.515928 0.620538 1.984011 0.6 -0.8 -0.5
C 2.112011 -0.576815 2.668789 1.1 0.5 -0.9
C 2.040445 -1.625795 1.725949 0.3 0.2 -0.1
H 2.055237 -0.684847 3.741760 -0.4 0.0 -0.2
C 2.388750 -1.120980 0.447719 0.4 0.5 0.5
C 2.699219 0.274513 0.583490 0.0 -0.2 0.7
H 3.107598 0.934749 -0.179967 -0.2 -0.2 0.1
H 2.764383 1.576566 2.437604 -0.2 -0.2 -0.1
H 1.794872 -2.660171 1.959356 -0.2 0.4 -0.1
H 2.480022 -1.701203 -0.469615 -0.2 0.2 0.3
C 0.681784 3.004836 9.155483 0.0 0.2 0.1
C 0.367715 2.597764 7.740380 -0.1 -0.1 -0.4
C 1.041068 1.514480 7.169119 -0.1 0.1 -0.2
C 0.703872 1.043710 5.901894 -0.1 0.2 0.1
C -0.305187 1.680872 5.171198 -0.2 0.6 0.3
C -0.949021 2.803553 5.701976 0.4 -0.3 0.1
C -0.613135 3.248174 6.982412 0.2 -0.1 0.1
S -0.887533 0.944570 3.640509 1.7 -3.0 -0.6
O -0.434915 -0.461045 3.774740 0.9 4.4 0.8
O -2.308241 1.146463 3.545222 -0.1 0.7 0.4
O -0.126258 1.623535 2.526550 -1.0 0.6 0.9
H 0.334773 2.248063 9.868844 0.0 0.1 -0.1
H 1.763225 3.119400 9.304314 -0.2 0.0 0.0
H 0.196143 3.953249 9.412810 0.1 -0.1 0.0
H 1.833054 1.024348 7.738405 -0.2 0.0 -0.1
H 1.200263 0.161616 5.504370 -0.3 0.2 -0.1
H -1.721888 3.297309 5.116126 0.1 -0.1 0.1
H -1.124822 4.105713 7.418715 0.0 -0.1 -0.1
```
Positions in Å, forces in eV/Å.

Its total charge is -2. Its multiplicity is 5. The value obtained for the HOMO-LUMO gap (spin up / spin down) is 2.76 / 2.76 eV. The calculation puts the maximum force at 0.089 hartree/bohr. For the LUMO energy (spin up / spin down), the calculation gives 0.1408 / 0.1407 Ha. For the HOMO energy (spin up / spin down), the calculation gives 0.0393 / 0.0394 hartree.